# 1
Computed, not measured: C32H21F7N5O9SW as an isolated structure, with the ωB97M-V functional and the def2-TZVPD basis.

Output
- Kohn-Sham gap (eV) = 1.96
- electronic energy (eV) = -91073.0065
- total charge = +1
- relative energy (zero: lowest compared OMol25 entry of this formula, charge and spin) (kcal/mol) = 132.6
- highest occupied orbital energy (eV) = -8.851

XYZ file:
```
76
C32H21F7N5O9SW (the ωB97M-V functional and the def2-TZVPD basis)
W 0.304 -0.879 0.339
H -1.226 0.919 2.994
H 2.822 -4.788 -3.868
F 4.663 -0.706 -1.112
F 5.787 -5.178 -0.219
F 3.285 -5.612 0.779
H -5.495 6.592 -0.075
C -0.747 3.325 0.345
C -4.065 4.968 -0.179
H 2.289 -2.376 -4.221
H -2.339 0.127 -0.814
C -0.655 1.081 -1.927
C -0.582 -2.362 3.374
C 0.855 0.475 2.984
F -1.969 2.276 -3.443
C -1.746 1.032 -0.684
H -1.420 0.529 -5.262
C 0.395 -0.964 -2.762
O 1.593 1.000 3.753
S -0.965 8.259 -0.087
C -0.977 0.383 -4.285
C 5.266 -2.930 -0.639
N -1.816 5.709 -0.297
H -1.349 -2.495 4.141
C 0.749 -2.421 4.139
C -2.333 -1.230 2.196
F 6.480 -2.730 -1.117
F 1.472 -3.558 0.751
N -0.823 0.902 0.424
H 0.738 2.133 1.197
H 1.578 -6.014 -2.073
C 2.747 -3.371 0.352
O -3.286 -2.802 0.616
O 1.863 -2.193 3.307
C 0.981 -2.298 -2.527
H -2.951 -1.660 2.983
O -1.056 8.344 1.362
C -4.453 6.305 -0.154
O -1.433 9.400 -0.825
C -2.703 4.716 -0.240
H -0.117 2.010 -1.649
C -2.074 3.390 -0.218
O -1.284 -1.873 0.208
C -0.205 2.133 0.676
C 1.850 -2.930 -3.404
H 2.606 -1.903 3.849
C -2.602 2.237 -0.668
N -3.567 7.295 -0.186
O 0.242 7.642 -0.580
C -0.136 -0.692 -4.036
C -0.593 0.096 3.325
C 4.916 -4.190 -0.167
C 4.348 -1.895 -0.624
H 0.830 -3.418 4.580
C 2.129 -4.274 -3.216
H -3.581 2.173 -1.122
C -2.290 6.943 -0.280
H -4.792 4.168 -0.111
H -0.644 -3.207 2.682
N 0.476 -2.904 -1.441
C 3.645 -4.414 0.342
C 0.138 -0.142 -1.683
O 2.146 -1.119 -0.126
C 3.062 -2.095 -0.121
C -2.401 -2.087 0.937
H -0.715 -0.007 4.402
C 1.461 -4.948 -2.206
H 0.125 -4.722 -0.544
H -2.726 -0.245 1.932
H -0.244 4.255 0.580
N -0.917 -1.119 2.575
C -1.210 1.233 -3.255
O 1.183 0.146 1.729
F 0.060 -1.536 -5.009
C 0.656 -4.223 -1.344
H 0.747 -1.686 4.947
```



# 2
Computed, not measured: C15H15BF4I3OsSi as an isolated structure, with the ωB97M-V functional and the def2-TZVPD basis.

Output
- Kohn-Sham gap (alpha / beta) (eV) = 5.72 / 5.72
- electronic energy (eV) = -61989.8356
- total charge = +1
- highest occupied orbital energy (alpha / beta) (eV) = -12.022 / -11.821

XYZ file:
```
40
C15H15BF4I3OsSi (the ωB97M-V functional and the def2-TZVPD basis)
I 3.564 -0.614 -1.857
C 1.344 -0.234 1.163
C -1.634 5.062 1.322
H 3.882 2.175 3.264
F -1.087 -2.197 0.477
F -1.518 -2.869 -1.684
F -2.091 -0.769 -0.923
C 3.821 1.325 3.946
C 0.347 1.782 -1.980
H -2.296 3.696 2.858
C -0.181 1.575 -0.702
C -0.556 4.026 -0.581
H 3.502 -2.680 3.540
C -1.333 2.693 1.235
H 4.677 1.377 4.621
C 0.038 4.151 -1.862
H 2.662 -1.655 4.712
F -3.280 -2.643 -0.202
Os -0.201 -0.235 0.077
I 1.141 -1.700 -1.785
H 0.127 5.141 -2.295
C 3.571 -1.759 4.120
H 0.683 0.939 -2.568
H 0.902 3.152 -3.540
C 2.336 -0.250 1.896
C 5.342 -0.462 1.948
H -1.996 5.938 1.842
H 2.913 1.427 4.542
C -1.801 3.793 1.902
H 5.293 -1.369 1.343
I -1.593 0.791 2.038
C -1.024 5.170 0.102
H -0.896 6.140 -0.363
H 4.414 -1.858 4.807
H 5.453 0.393 1.279
B -2.094 -2.222 -0.629
Si 3.837 -0.286 3.020
C 0.469 3.050 -2.555
C -0.691 2.740 -0.007
H 6.239 -0.519 2.568
```



# 3
Computed, not measured: a 9-piece molecular cluster, C5H27N2O9 overall, with the ωB97M-V functional and the def2-TZVPD basis.

Output
- Kohn-Sham gap (alpha / beta) (eV) = 2.76 / 9.38
- electronic energy (eV) = -27026.9303
- total charge = 0
- spin multiplicity = 2
- relative energy (zero: lowest compared OMol25 entry of this formula, charge and spin) (kcal/mol) = 0.0
- highest occupied orbital energy (alpha / beta) (eV) = -2.496 / -9.267

XYZ file:
```
43
C5H27N2O9 (the ωB97M-V functional and the def2-TZVPD basis)
H -1.191 -3.204 2.119
H 1.787 0.887 -0.581
H -1.709 1.391 0.189
H 0.412 0.503 0.378
O 1.239 -2.611 1.784
C 0.643 -0.806 -1.277
C 1.282 -1.148 -2.375
H 1.728 1.321 -3.586
H -2.286 1.829 -1.298
O -2.109 -1.477 -2.813
O -1.633 -2.934 2.963
H -2.076 -1.465 2.594
H -1.031 -1.159 -0.281
C -0.294 1.487 -1.379
O 2.630 -0.489 1.234
H -3.167 -0.857 1.706
H 1.635 2.514 -4.511
H 2.546 0.327 1.779
H 1.829 -3.213 2.262
H 1.701 -1.730 1.741
C 0.069 2.966 -0.991
H -0.421 1.409 -2.462
O 1.688 1.586 2.594
N -1.663 1.207 -0.807
N -0.219 -1.741 -0.504
H 0.845 1.551 3.080
H -2.987 -1.673 -3.159
H -0.864 -2.900 3.570
O -2.408 -0.582 2.231
H 3.536 -0.803 1.193
C 0.765 0.634 -0.684
H -2.172 -0.526 -2.639
O -0.728 3.822 -0.714
O -1.062 1.756 2.122
H 1.887 2.526 2.562
H -1.603 2.380 2.623
H 1.195 -2.152 -2.683
H -0.796 -2.394 -1.095
H 1.793 -0.441 -3.063
H 0.203 -2.142 0.375
H -1.483 0.903 2.378
H 1.138 3.220 -0.948
O 1.352 2.229 -3.629
```